(1)
Formula: C40H57BF4KN7O2S2SbSi3
Source: the OMol25 dataset
Level of theory: ωB97M-V/def2-TZVPD

Highest occupied orbital energy   -4.91 eV
Total charge   -1
LUMO   1.323 eV

Each line ends with the Mulliken charge.
Cartesian coordinates (Å):
K -0.285 -2.171 -0.773  0.90
C 5.198 -3.936 1.284  -0.74
S 5.143 -4.023 -0.518  -0.12
C 3.353 -3.798 -0.773  0.15
S 2.128 -3.955 0.404  -0.37
N 3.263 -3.674 -2.086  -0.97
N 1.931 -3.543 -2.522  0.41
C 1.721 -3.842 -3.751  -1.17
C 0.301 -3.796 -4.112  0.87
C -0.136 -4.782 -4.976  -0.37
C -1.448 -4.874 -5.362  -0.69
C -2.304 -3.957 -4.731  -0.59
C -1.762 -2.993 -3.873  -0.26
N -0.466 -2.844 -3.617  0.43
H 6.158 -4.226 1.615  0.46
H 4.388 -4.470 1.740  0.24
H 5.135 -2.902 1.597  0.08
H 2.463 -4.327 -4.412  0.37
H 0.576 -5.601 -5.318  0.25
H -1.827 -5.546 -6.153  0.38
H -3.391 -3.937 -4.839  0.45
H -2.469 -2.323 -3.357  0.37
C 4.502 1.024 6.690  -1.38
C 3.279 1.857 7.021  0.37
C 3.149 2.708 8.104  -0.52
C 2.048 3.492 8.338  -0.58
C 1.019 3.510 7.409  -0.85
C 1.099 2.706 6.304  0.11
C 2.209 1.862 6.088  0.28
N 2.336 1.234 4.825  0.23
C 1.328 0.546 4.190  -0.18
N 0.658 -0.332 5.046  -0.11
C -0.172 -1.300 4.352  0.36
C -1.418 -0.906 3.857  0.88
C -2.223 -1.837 3.210  -0.63
C -1.711 -3.114 3.013  -0.77
C -0.419 -3.437 3.410  -0.83
C 0.366 -2.543 4.142  0.53
C 1.665 -3.070 4.640  -1.12
N 1.076 0.619 2.964  -0.21
C 1.884 1.463 2.179  -0.97
C 1.678 2.851 2.283  0.43
C 2.503 3.735 1.627  -0.72
C 3.532 3.246 0.843  -0.75
C 3.679 1.876 0.684  -0.48
C 2.879 0.950 1.360  1.14
C 3.094 -0.548 1.179  -1.45
H 5.115 0.727 7.551  0.43
H 5.091 1.644 5.997  0.30
H 4.209 0.113 6.181  0.17
H 3.982 2.723 8.821  0.37
H 2.010 4.079 9.244  0.40
H 0.117 4.100 7.527  0.40
H 0.297 2.612 5.587  0.23
H 2.921 1.767 4.182  0.52
H 0.305 0.158 5.847  0.42
H -3.164 -1.625 2.824  0.54
H -2.301 -3.821 2.482  0.45
H -0.053 -4.395 3.141  0.46
H 1.478 -4.041 5.161  0.45
H 2.138 -2.273 5.262  0.26
H 2.293 -3.233 3.752  0.15
H 0.810 3.099 2.858  0.58
H 2.266 4.834 1.743  0.29
H 4.194 3.958 0.336  0.35
H 4.475 1.481 0.036  0.41
H 3.922 -0.841 1.757  0.36
H 3.257 -0.761 0.081  0.42
H 2.285 -1.156 1.566  0.07
O 7.525 -1.154 -0.757  -0.09
C 7.193 -0.105 -0.978  0.09
O -1.517 1.081 4.933  -0.26
N -2.036 0.389 4.102  -0.50
C -2.524 -0.447 -6.303  -0.75
Si -1.733 1.073 -5.451  0.54
C -2.448 2.560 -6.302  -1.03
C 0.078 0.838 -5.855  -1.06
Sb -2.081 0.709 -2.944  -0.62
Si -4.558 1.179 -2.828  0.92
C -5.388 -0.021 -3.983  -0.98
C -5.145 2.929 -3.223  -1.30
C -5.105 0.914 -1.127  -0.90
Si -1.188 2.930 -2.105  0.36
C -1.447 4.424 -3.210  -0.91
C 0.611 2.633 -1.929  -0.64
C -1.851 3.223 -0.391  -0.95
H -2.492 -0.518 -7.406  0.47
H -3.608 -0.552 -6.026  0.21
H -2.018 -1.237 -5.760  -0.09
H -2.130 2.660 -7.330  0.39
H -2.113 3.461 -5.763  0.22
H -3.521 2.483 -6.309  0.28
H 0.191 0.735 -6.973  0.35
H 0.436 -0.036 -5.299  0.23
H 0.720 1.669 -5.486  0.29
H -5.540 0.446 -4.925  0.45
H -6.393 -0.296 -3.557  0.38
H -4.803 -0.941 -4.108  0.06
H -4.699 3.244 -4.131  0.29
H -4.844 3.628 -2.489  0.32
H -6.196 2.906 -3.338  0.43
H -4.715 -0.026 -0.681  0.04
H -6.209 0.914 -1.021  0.37
H -4.811 1.739 -0.468  0.30
H -1.085 4.173 -4.209  0.19
H -0.873 5.295 -2.802  0.38
H -2.553 4.765 -3.313  0.21
H 0.983 2.130 -2.869  0.23
H 0.898 2.070 -1.036  -0.12
H 1.144 3.594 -1.961  0.41
H -2.979 3.303 -0.388  0.20
H -1.484 4.085 0.164  0.42
H -1.681 2.333 0.282  0.22
F -4.444 -2.336 -2.204  -0.32
B -3.947 -3.082 -1.104  0.44
F -3.160 -4.201 -1.628  -0.45
F -4.923 -3.514 -0.241  -0.32
F -2.891 -2.272 -0.435  -0.23

(2)
Formula: C3H3NOS
Source: the OMol25 dataset
Level of theory: ωB97M-V/def2-TZVPD

Highest occupied orbital energy (spin up / spin down)   -7.85 / -10.07 eV
2S+1   3
<S²>   2.01
LUMO (spin up / spin down)   0.856 / -2.853 eV

Each line ends with the Mulliken spin population.
Cartesian coordinates (Å):
C -0.330 1.498 -1.084  0.61
C -0.798 1.866 0.322  0.03
C 0.079 0.186 -0.595  -0.02
N -0.361 0.675 0.716  0.07
O -1.168 2.869 0.878  0.08
S 0.222 2.385 -2.476  1.17
H -0.423 -0.855 -0.984  0.03
H 1.125 0.211 -0.752  0.03
H -0.430 0.088 1.587  0.00

(3)
Formula: CHF3
Source: the OMol25 dataset
Level of theory: ωB97M-V/def2-TZVPD

Highest occupied orbital energy   -13.73 eV
LUMO   1.038 eV

Each line ends with the Mulliken charge.
Cartesian coordinates (Å):
F 0.017 0.786 1.158  -0.24
C 0.030 -0.040 -0.057  0.46
F -0.515 -1.201 0.260  -0.16
F -0.700 0.647 -0.950  -0.17
H 1.168 -0.191 -0.411  0.12

(4)
Formula: C10H11N4
Source: the OMol25 dataset
Level of theory: ωB97M-V/def2-TZVPD

Highest occupied orbital energy   -12.39 eV
Total charge   +1
LUMO   -5.884 eV

Each line ends with the Mulliken charge.
Cartesian coordinates (Å):
C -3.202 -2.082 -1.135  -0.21
C -3.465 -1.613 0.207  -0.71
C -1.918 -1.889 -1.725  -0.56
C -2.555 -0.721 0.727  -0.24
C -0.890 -1.241 -1.013  -0.05
C -1.224 -0.666 0.259  0.69
C 2.028 1.688 -0.148  0.65
C 2.001 0.351 0.560  0.79
C 0.728 2.147 -0.437  -0.63
C 3.352 -0.274 0.890  -1.25
N 0.918 -0.237 0.864  0.21
N 3.223 2.004 -0.541  -0.57
N -0.293 -0.126 1.003  -0.72
N 0.117 2.876 0.396  -0.07
H -3.738 -2.752 -1.724  0.41
H -4.492 -1.638 0.618  0.36
H -1.818 -2.247 -2.785  0.33
H -2.766 -0.242 1.717  0.34
H 0.120 -1.209 -1.353  0.43
H 3.232 -1.175 1.379  0.45
H 3.882 0.449 1.655  0.30
H 3.842 -0.440 -0.005  0.34
H 3.246 2.939 -0.876  0.26
H 0.449 3.030 1.267  0.22
H -0.779 3.067 0.199  0.24

In kcal per mole, the relative energy (zero: lowest compared OMol25 entry of this formula, charge and spin) values for the records above are, in order, 0.0, 14.4, 10.4, 101.3.
In hartree/bohr, the strongest force on any atom values for the records above are, in order, 0.051, 0.096, 0.064, 0.083.